Computed, not measured: C8H10N2O2 in the gas phase in a non-equilibrium geometry, with the ωB97M-V functional and the def2-TZVPD basis.

The LUMO energy is -0.32 eV. Its net charge is 0. Its calculated total energy is -15530.2091 eV. The HOMO energy comes out at -9.240 eV.

Last columns: bonded neighbours and bond lengths (Å).
Geometry (Å):
1 N -2.409 -1.169 1.063  C2 1.490, H13 1.061, H14 1.015
2 C -2.566 0.254 0.651  N1 1.490, C3 1.571, H15 1.109, H16 1.057
3 C -1.958 0.531 -0.771  C2 1.571, C4 1.492, H17 1.079, H18 1.083
4 C -0.489 0.310 -0.628  C3 1.492, C5 1.458, C12 1.382
5 C 0.326 1.389 -0.083  C4 1.458, C6 1.367, H19 1.106
6 C 1.669 1.240 0.131  C5 1.367, C7 1.371, H20 1.064
7 C 2.260 0.021 -0.078  C6 1.371, N8 1.529, C11 1.361
8 N 3.751 -0.154 0.213  C7 1.529, O9 1.218, O10 1.227
9 O 4.418 0.821 0.507  N8 1.218
10 O 4.143 -1.305 0.049  N8 1.227
11 C 1.506 -1.042 -0.474  C7 1.361, C12 1.402, H21 1.079
12 C 0.140 -0.913 -0.764  C4 1.382, C11 1.402, H22 1.095
13 H -2.692 -2.006 0.475  N1 1.061
14 H -1.476 -1.405 1.385  N1 1.015
15 H -2.095 0.863 1.449  C2 1.109
16 H -3.595 0.472 0.550  C2 1.057
17 H -2.177 1.551 -1.047  C3 1.079
18 H -2.457 -0.151 -1.449  C3 1.083
19 H -0.044 2.424 0.045  C5 1.106
20 H 2.261 2.071 0.434  C6 1.064
21 H 1.922 -2.036 -0.531  C11 1.079
22 H -0.441 -1.766 -1.129  C12 1.095